(1)
Molecular formula: C11H17GeNO2Re
Method: DFT, the ωB97M-V functional and the def2-TZVPD basis

The geometry in XYZ format:
```
33
Properties=species:S:1:pos:R:3:forces:R:3:mulliken_spin:R:1
Re -0.0499 -0.3129 0.2717 0.0 -0.1 -0.1 1.308
O -2.4255 -0.7415 3.7601 -0.1 0.0 0.0 -0.043
C -1.5825 -0.5067 2.9448 0.3 0.0 0.2 0.017
O -1.8848 -0.3314 1.6207 -0.1 0.1 -0.2 0.003
C -0.1341 -0.4176 3.2138 -0.3 0.0 0.1 -0.090
C 0.3482 -0.4023 4.5128 0.1 0.0 0.1 0.028
C 1.6985 -0.2402 4.7373 -0.2 0.0 0.1 -0.079
C 2.5264 -0.0873 3.6266 0.1 0.0 -0.2 0.013
C 2.0037 -0.1480 2.3593 0.2 0.0 0.1 -0.058
N 0.6780 -0.3407 2.1238 0.1 0.0 -0.2 -0.019
H -0.3685 -0.5083 5.3156 0.0 0.0 0.0 -0.001
H 2.1017 -0.2263 5.7396 0.0 0.0 0.0 -0.006
H 3.5915 0.0603 3.7399 0.0 0.0 0.0 0.001
H 2.6213 -0.0795 1.4747 0.0 0.0 0.0 -0.011
C -0.6552 1.9179 -2.9903 0.0 0.0 0.0 -0.004
Ge -0.2136 0.0163 -2.8799 0.0 0.0 0.0 -0.002
C -1.8515 -1.0221 -2.5432 0.0 0.0 0.0 0.036
C 0.5678 -0.5907 -4.5685 0.0 0.0 0.0 -0.001
C 1.1075 -0.2766 -1.4219 0.0 0.0 0.1 -0.030
H -1.3273 2.1156 -3.8265 0.0 0.0 0.0 0.000
H 0.2494 2.5108 -3.1301 0.0 0.0 0.0 0.000
H -1.1380 2.2468 -2.0698 0.0 0.0 0.0 0.003
H -2.5490 -0.9007 -3.3740 0.0 0.0 0.0 0.005
H -2.3612 -0.6982 -1.6321 0.0 0.0 0.0 -0.020
H -1.6231 -2.0842 -2.4445 0.0 0.0 0.0 -0.003
H -0.1248 -0.4227 -5.3944 0.0 0.0 0.0 0.000
H 0.7966 -1.6557 -4.5214 0.0 0.0 0.0 0.000
H 1.4913 -0.0498 -4.7759 0.0 0.0 0.0 0.000
H 1.8921 0.4699 -1.5706 0.0 0.0 0.0 -0.009
H 1.5426 -1.2807 -1.5773 0.0 0.0 0.0 0.004
C -1.4376 0.9754 1.0104 0.0 0.0 0.0 -0.053
H -2.2958 1.3382 0.4476 0.0 0.0 0.0 0.003
H -1.1947 1.6727 1.8216 0.0 0.0 0.0 0.008
```
Positions in Å, forces in eV/Å.

<S²>: 0.8822
gap between HOMO and LUMO (alpha / beta): 0.2592 / 0.2148 Eh
ΔE to the lowest compared entry with this formula, charge and spin: 21.0 kcal/mol
multiplicity: 2
E: -2789.62393 a.u.


(2)
Molecular formula: C11H17IO
Method: DFT, the ωB97M-V functional and the def2-TZVPD basis

The geometry in XYZ format:
```
30
Properties=species:S:1:pos:R:3:forces:R:3:nbo_charge:R:1
C 2.5708 1.2581 -2.0675 -1.7 0.3 4.2 -0.396
C 2.4629 0.9636 -0.7566 0.6 -1.1 -1.2 -0.098
I 3.5443 -0.7854 -0.1262 0.4 0.5 -0.1 0.096
C 1.5677 1.5682 0.2447 -0.2 -0.1 -0.7 -0.125
C 1.3132 2.8724 0.1557 -0.4 0.3 2.0 -0.349
C 0.8735 0.6277 1.2508 0.0 2.1 0.5 0.083
O 0.1033 1.6173 2.1484 -0.8 -3.6 1.3 -0.765
C 0.0357 -0.4473 0.4768 0.9 1.2 -0.2 -0.239
C -0.8077 -1.3319 1.4298 0.4 0.4 -2.5 -0.410
C -1.5992 -2.3863 0.5734 0.4 1.2 0.7 -0.384
C -2.3933 -1.6897 -0.5890 1.6 -1.5 0.2 -0.394
C -1.4700 -0.7856 -1.4365 -0.3 0.2 0.7 -0.404
C -0.8704 0.3228 -0.5117 -0.5 -0.5 0.6 -0.423
H 3.2100 0.9435 -2.7695 2.5 -1.8 -2.0 0.208
H 1.8696 1.9162 -2.4329 -1.5 1.8 -0.7 0.198
H 0.6930 3.2817 0.9874 0.3 -0.1 -1.2 0.238
H 1.8021 3.5639 -0.5088 0.1 -0.1 -0.2 0.207
H 1.7465 0.2302 1.7959 -0.8 -0.3 0.4 0.201
H -0.3945 1.1160 2.9424 1.9 1.4 -2.9 0.482
H 0.8450 -0.9871 -0.1786 -1.7 0.5 1.5 0.229
H -1.5187 -0.6656 1.8731 -0.5 0.5 0.6 0.191
H -0.1035 -1.6639 2.1655 0.0 -1.0 0.6 0.210
H -2.2257 -2.9692 1.2651 0.0 0.0 -0.6 0.208
H -0.8381 -2.9906 0.1450 0.5 -1.1 -0.4 0.192
H -2.9000 -2.4543 -1.1988 0.2 0.2 0.2 0.208
H -3.1124 -1.1709 -0.0561 -1.9 1.5 0.5 0.191
H -0.5923 -1.4356 -1.5778 -0.3 0.2 -1.1 0.196
H -1.9811 -0.4617 -2.3925 0.8 -0.2 1.1 0.217
H -0.2009 1.0609 -0.9737 -0.8 -0.3 -0.5 0.223
H -1.6296 0.8826 0.1222 0.6 -0.6 -1.0 0.207
```
Positions in Å, forces in eV/Å.

SMILES: C=C(I)C(=C)[C@@H](O)C1CCCCC1
gap between HOMO and LUMO: 0.3365 Eh
ΔE to the lowest compared entry with this formula, charge and spin: 1.9 kcal/mol
E: -802.16821 a.u.


(3)
Molecular formula: C11H17N2
Method: DFT, the ωB97M-V functional and the def2-TZVPD basis

The geometry in XYZ format:
```
30
Properties=species:S:1:pos:R:3:forces:R:3:nbo_charge:R:1
C 0.9296 2.0840 0.5814 -0.7 -1.4 0.8 -0.401
C -1.6866 1.1512 0.6157 -0.7 0.8 -0.7 -0.407
C -0.5101 1.8308 -0.0635 1.8 -1.7 1.5 -0.262
C -1.4195 -0.2474 -1.5687 3.1 0.9 1.5 -0.207
C -0.8907 -1.1066 -0.3722 -2.0 -0.1 -2.1 -0.075
C 1.5420 1.4014 -0.8025 -1.0 0.6 2.9 -0.106
C 1.6918 -1.0049 -0.4047 -0.4 -1.0 3.7 0.138
C -2.0491 -0.0961 -0.2324 0.3 -0.5 0.7 -0.069
C 0.1691 0.6617 -0.7437 -2.0 2.1 -3.8 0.228
C 2.2805 -1.8841 0.7495 2.1 0.1 -1.6 -0.633
C -3.4863 -0.5097 0.0462 0.1 -2.3 1.8 -0.621
N 0.3549 -0.5498 -0.0183 1.6 2.8 0.8 -0.512
N 2.5369 0.2692 -0.6271 -1.1 0.1 -3.1 -0.530
H 1.1615 3.1349 0.8082 0.2 -0.5 -0.1 0.241
H 0.9013 1.3980 1.5151 1.0 1.1 -1.6 0.242
H -1.4719 0.9269 1.6724 -0.4 -0.1 -0.4 0.234
H -2.6222 1.6962 0.4755 0.3 0.7 0.8 0.239
H -0.5859 2.7213 -0.6331 -1.1 0.3 -1.2 0.232
H -1.8538 -0.4247 -2.5677 0.3 0.0 0.8 0.250
H -1.0411 -2.1412 -0.3509 -0.2 -1.4 0.5 0.226
H 1.9383 2.1813 -1.5062 -0.9 -1.1 0.4 0.266
H 1.5869 -1.6364 -1.2328 0.6 -0.4 -2.0 0.215
H 2.7489 -1.3858 1.5963 -0.3 0.8 -0.1 0.228
H 3.1488 -2.4608 0.3028 -1.2 0.1 0.6 0.225
H 1.5313 -2.5188 1.1816 -0.4 -0.5 -0.2 0.255
H -4.2471 -0.0076 -0.5025 -0.3 0.6 -0.7 0.232
H -3.7326 -0.3640 1.1232 0.4 0.4 -0.6 0.228
H -3.7085 -1.6112 -0.0070 0.5 0.9 -0.6 0.231
H 2.9427 0.3292 -1.6143 0.1 -1.0 1.9 0.459
H 3.2325 0.4497 0.0802 0.3 -0.2 0.3 0.451
```
Positions in Å, forces in eV/Å.

total charge: +1
gap between HOMO and LUMO: 0.3178 Eh
ΔE to the lowest compared entry with this formula, charge and spin: 154.6 kcal/mol
E: -538.39431 a.u.


(4)
Molecular formula: C11H17N2OS
Method: DFT, the ωB97M-V functional and the def2-TZVPD basis

The geometry in XYZ format:
```
32
Properties=species:S:1:pos:R:3:forces:R:3:nbo_charge:R:1
C -3.7719 -0.3769 1.4922 -1.4 -2.7 1.8 -0.237
C -3.4845 0.9769 1.4875 -0.5 1.9 -0.8 -0.227
C -3.0104 -1.1736 0.6945 -0.5 -0.7 0.0 -0.405
C -2.6419 1.3354 0.4684 -0.5 -4.1 1.4 -0.380
C 0.6957 0.2753 1.0574 0.7 1.3 0.6 0.588
C 1.3240 2.5618 0.0424 0.5 -1.9 -1.3 -0.229
C 0.5601 2.0261 -1.1590 -2.5 -0.6 1.5 -0.232
C 0.8680 -0.2527 -0.3228 -0.8 0.2 -0.2 0.475
C 1.1678 -2.3350 -1.8095 0.4 -0.6 1.9 -0.591
C 2.5921 -1.7245 0.1259 0.2 -0.4 2.8 -0.615
C 1.1358 -1.6821 -0.3689 1.5 -1.2 -3.5 -0.332
N 0.9857 1.6020 1.0994 -0.7 1.2 1.6 -0.609
N 0.8694 0.6215 -1.2671 1.0 -1.4 -2.4 -0.471
O 0.4849 -0.4031 2.0354 -0.3 0.0 -0.5 -0.535
S -1.9945 -0.1709 -0.2415 -0.6 1.1 -0.3 0.353
H -4.5525 -0.8216 2.1696 1.0 0.5 -0.8 0.244
H -4.0129 1.6809 2.1520 0.5 -0.3 -0.5 0.248
H -3.0900 -2.2939 0.5872 0.3 1.6 0.0 0.271
H 2.4467 2.4157 -0.1601 -1.5 1.0 0.2 0.223
H 0.9822 3.5863 0.1864 0.4 -0.2 0.7 0.255
H -2.2143 2.2430 0.3444 1.2 2.6 -0.8 0.214
H 0.7394 2.4869 -2.0865 0.5 0.7 -1.1 0.240
H 0.2234 -2.7533 -2.0989 -0.6 -0.3 0.0 0.232
H 1.9424 -3.1912 -1.7585 -1.2 1.8 -0.7 0.249
H 1.3234 -1.5116 -2.4752 1.0 -0.2 -1.0 0.177
H 3.1235 -2.6916 0.0514 -0.8 0.2 -0.2 0.254
H 2.4740 -1.5300 1.2509 1.1 0.1 -1.6 0.251
H 3.2403 -1.0260 -0.4214 -0.3 0.1 0.4 0.218
H 0.4124 -2.1744 0.2286 -0.3 -0.4 1.1 0.276
H 0.7817 1.9813 2.0116 0.3 0.1 0.2 0.430
H -0.6098 1.9639 -1.0498 2.1 0.9 0.2 0.228
H 1.0099 0.3555 -2.2658 -0.2 -0.4 1.3 0.439
```
Positions in Å, forces in eV/Å.

total charge: +1
gap between HOMO and LUMO: 0.2783 Eh
E: -1011.98329 a.u.


(5)
Molecular formula: C11H17N4
Method: DFT, the ωB97M-V functional and the def2-TZVPD basis

The geometry in XYZ format:
```
32
Properties=species:S:1:pos:R:3:forces:R:3:nbo_charge:R:1
C 2.4198 0.8801 1.6429 0.8 -1.7 2.4 -0.642
C 2.0405 0.6652 0.2061 0.9 2.5 2.7 -0.107
C 2.0831 1.6550 -0.7097 -0.1 -0.2 -0.6 -0.033
C 1.3985 -0.4230 -0.3115 -1.6 -2.1 -2.4 -0.116
C 1.0350 -0.1171 -1.6832 2.0 2.1 1.5 0.190
C 1.0753 -1.6786 0.1861 -0.4 -0.1 -0.5 -0.199
C 0.3818 -0.9194 -2.5580 -1.7 -3.2 1.7 -0.310
C 0.3850 -2.5385 -0.6736 0.1 -1.9 0.5 -0.257
C -0.0452 -2.1397 -1.9852 0.9 -1.2 0.1 -0.223
N 1.5146 1.1714 -1.8686 -0.9 1.2 -3.3 -0.568
H 1.8852 0.0673 2.3272 1.0 1.8 -1.3 0.214
H 2.2388 1.8886 2.0849 -0.3 -0.7 -0.6 0.224
H 2.4613 2.6483 -0.5341 0.0 0.1 -0.5 0.230
H 1.4472 1.6104 -2.8515 0.5 -0.7 2.6 0.433
H 1.3687 -1.9090 1.2096 -0.1 -0.4 -0.3 0.227
H 0.0318 -0.8479 -3.5413 0.1 1.2 -1.4 0.244
H 0.3383 -3.6553 -0.3204 -0.5 2.3 -0.9 0.239
H -0.5467 -2.9019 -2.6510 0.6 1.0 1.0 0.233
H 3.5306 0.7393 1.8706 -1.3 -0.1 -0.6 0.240
C -2.6062 -1.1817 0.9623 0.9 -2.6 -3.1 -0.464
C -1.6549 1.1417 0.8840 -0.2 -2.1 -2.6 0.698
N -2.1927 0.0292 1.5571 1.0 4.4 1.9 -0.561
N -1.4360 1.0034 -0.4652 -0.6 -2.7 -0.7 -0.810
N -1.4186 2.3524 1.3853 0.2 -0.8 0.1 -0.758
H -2.4830 0.2424 2.5727 0.7 -0.7 -2.4 0.432
H -1.6699 0.0699 -0.9081 0.3 1.2 1.4 0.427
H -0.7846 1.3820 -1.1835 -0.3 0.8 1.8 0.459
H -1.8061 2.6383 2.2368 -0.4 0.3 1.4 0.417
H -0.7774 2.9931 0.9494 -0.1 -0.1 -0.3 0.434
H -1.8686 -1.9937 0.6092 0.2 1.8 1.0 0.244
H -3.1236 -1.0911 0.0024 -0.5 0.7 0.2 0.211
H -3.2222 -1.7810 1.5584 -1.2 -0.2 1.4 0.248
```
Positions in Å, forces in eV/Å.

total charge: +1
gap between HOMO and LUMO: 0.3052 Eh
ΔE to the lowest compared entry with this formula, charge and spin: 45.5 kcal/mol
E: -648.12096 a.u.


(6)
Molecular formula: C11H17N4
Method: DFT, the ωB97M-V functional and the def2-TZVPD basis

The geometry in XYZ format:
```
32
Properties=species:S:1:pos:R:3:forces:R:3:nbo_charge:R:1
C 0.3754 0.3505 -2.9004 -1.2 -1.6 2.5 -0.279
C 3.3300 -0.3140 0.4348 0.4 1.4 -0.2 0.050
C -0.9399 -0.0905 -3.1142 1.4 0.7 3.1 -0.119
C 1.9908 1.4325 0.2067 -1.6 3.0 0.8 -0.050
C 3.0212 1.0375 0.9324 0.7 -1.4 1.2 -0.036
C 0.8343 0.4163 -1.6581 0.2 0.6 1.3 0.481
C 3.7309 1.6600 2.0937 0.9 0.3 -2.8 -0.631
C -1.3000 0.2673 1.3719 -5.4 0.1 0.2 -0.576
C -1.5242 -2.0861 0.6646 -1.8 0.4 -1.3 -0.595
C -3.5395 -0.4700 0.2334 -0.7 -1.0 -0.2 -0.658
C -2.0150 -0.6179 0.3359 1.2 -1.2 0.0 0.088
N 2.6067 -0.6444 -0.5740 -0.1 -0.2 0.0 -0.213
N -1.7091 -0.2954 -2.0222 -1.6 -1.1 -2.7 -0.165
N 1.7557 0.4713 -0.7407 -1.5 -1.7 -1.9 -0.263
N -1.2374 -0.3673 -0.8728 1.5 1.3 -0.2 -0.187
H 1.1379 0.3348 -3.6060 1.0 0.7 -1.7 0.294
H 4.1876 -0.8722 0.7643 -0.1 -0.6 0.0 0.233
H -1.3676 -0.0535 -4.0081 -1.9 -0.1 -3.5 0.224
H 1.2992 2.3342 0.3414 1.3 -1.5 -0.6 0.260
H 4.7980 1.7695 1.6815 -1.3 0.2 1.2 0.243
H 3.2355 2.6139 2.2427 0.5 0.1 0.7 0.236
H 3.7106 0.9741 2.9045 0.1 -0.2 1.0 0.240
H -1.2801 -0.3517 2.2151 -0.3 0.1 2.0 0.221
H -0.3806 0.3605 1.0805 5.5 0.4 -1.7 0.199
H -1.6960 1.2912 1.4525 -0.2 -0.5 0.4 0.217
H -2.1200 -2.7112 -0.0400 0.5 -0.1 0.7 0.210
H -0.4764 -2.2379 0.4143 0.0 0.2 0.4 0.231
H -1.7853 -2.2835 1.6973 0.1 -0.4 0.1 0.223
H -4.0625 -0.8669 -0.7110 1.1 0.9 1.0 0.214
H -4.1105 -1.0409 0.9993 0.9 0.2 -0.1 0.258
H -3.7638 0.5596 0.4605 -0.4 0.5 -0.5 0.235
H -2.7063 -0.5698 -2.2799 1.1 0.6 0.9 0.415
```
Positions in Å, forces in eV/Å.

total charge: +1
gap between HOMO and LUMO (alpha / beta): 0.2850 / 0.2850 Eh
ΔE to the lowest compared entry with this formula, charge and spin: 168.2 kcal/mol
E: -647.92540 a.u.